# C32H28N2O2P2PdS2SbSe4

C32H28N2O2P2PdS2SbSe4 as an isolated structure (ωB97M-V with the def2-TZVPD basis set, the Open Molecules 2025 dataset).

Summary:
Net charge = -1
Frontier orbital gap (spin up / spin down) = 6.16 / 5.21 eV
LUMO level (spin up / spin down) = 2.34 / 0.29 eV
Energy = -352369.2813 eV
HOMO level (spin up / spin down) = -3.818 / -4.921 eV
Energy relative to the best compared isomer or geometry (same formula, charge and spin) = 0.0 kJ/mol
2S+1 = 5

Last column: Löwdin charge in e.
Geometry (Å):
Pd1 -0.13300 0.43974 -0.23773  0.01
S1 1.41709 -2.88970 0.60913  0.23
P1 2.48186 -1.71586 -0.71584  0.48
C1 1.72115 -0.29996 -1.06904  -0.70
P2 2.27755 1.15133 -1.67384  0.39
S2 1.04847 2.66039 -1.10423  0.23
C2 2.32212 1.14366 -3.50881  -0.34
C3 2.97198 2.11672 -4.27013  -0.10
C4 2.89990 2.09156 -5.65637  -0.09
C5 2.16210 1.10003 -6.29739  -0.10
C6 1.50217 0.13881 -5.54624  -0.08
C7 1.58581 0.16127 -4.15842  -0.10
C8 4.01270 1.56423 -1.21189  -0.32
C9 4.24189 2.18805 0.01357  -0.11
C10 5.53457 2.39859 0.47200  -0.09
C11 6.62363 1.98589 -0.28637  -0.10
C12 6.41161 1.37604 -1.51315  -0.08
C13 5.11260 1.17286 -1.97222  -0.10
C14 2.75993 -2.72567 -2.22910  -0.33
C15 3.61797 -2.23769 -3.21430  -0.11
C16 3.72345 -2.86241 -4.44752  -0.08
C17 2.95294 -3.98569 -4.72387  -0.10
C18 2.09028 -4.47763 -3.75615  -0.08
C19 1.99835 -3.85449 -2.51383  -0.11
C20 4.14034 -1.68566 0.07497  -0.33
C21 4.28131 -0.91564 1.23179  -0.10
C22 5.47333 -0.91399 1.93680  -0.08
C23 6.54785 -1.67924 1.49485  -0.09
C24 6.42196 -2.44439 0.34757  -0.09
C25 5.21964 -2.45247 -0.35618  -0.08
H1 3.52996 2.90285 -3.77413  0.11
H2 3.41227 2.84766 -6.23913  0.10
H3 2.10163 1.08150 -7.37904  0.10
H4 0.92455 -0.63487 -6.03813  0.10
H5 1.09182 -0.59081 -3.55323  0.09
H6 3.38946 2.50617 0.60258  0.08
H7 5.69377 2.87822 1.43069  0.10
H8 7.63255 2.14094 0.07719  0.10
H9 7.25440 1.05858 -2.11540  0.10
H10 4.96023 0.71958 -2.94374  0.09
H11 4.20526 -1.35045 -3.01571  0.09
H12 4.39147 -2.46187 -5.20030  0.10
H13 3.02232 -4.46934 -5.69053  0.10
H14 1.47876 -5.34782 -3.96568  0.10
H15 1.31683 -4.23834 -1.76411  0.04
H16 3.44500 -0.31405 1.57018  0.10
H17 5.56479 -0.31809 2.83690  0.11
H18 7.47872 -1.68017 2.04927  0.10
H19 7.25376 -3.04596 0.00137  0.10
H20 5.12393 -3.07339 -1.23586  0.10
Se1 -1.76129 -3.55714 -1.43801  0.04
Sb1 -0.89123 -1.89849 0.26570  0.15
Se2 -2.73289 1.16436 0.04029  -0.03
Se3 -2.02431 0.64891 -2.02392  -0.01
Se4 -1.85858 -2.80389 2.32354  -0.09
O1 1.10913 -4.10899 4.89295  -0.05
C26 0.23471 -3.21976 5.57013  -0.26
N1 0.10632 -1.95408 4.91484  0.07
C27 0.71870 -0.80989 5.32267  -0.44
O2 1.33088 -0.68186 6.36935  0.06
C28 0.53043 0.32627 4.36104  -0.11
C29 0.34268 1.62682 4.79279  0.00
C30 0.13294 2.61552 3.84211  -0.04
C31 0.13048 2.26541 2.49700  -0.15
N2 0.34995 1.02007 2.07699  0.02
C32 0.55689 0.08525 2.99544  -0.11
H21 0.76359 -4.24052 4.00069  0.06
H22 0.66000 -3.05213 6.55398  0.12
H23 -0.75882 -3.66187 5.65826  0.12
H24 -0.46723 -1.91843 4.07543  -0.04
H25 0.35139 1.84113 5.85482  0.12
H26 -0.03707 3.64501 4.13016  0.10
H27 -0.03490 2.99809 1.71741  0.08
H28 0.75647 -0.90937 2.61359  0.05